1.
{"formula": "C13H28N3O15", "method": "wB97M-V/def2-TZVPD", "elements": ["C", "C", "O", "N", "H", "H", "C", "H", "H", "H", "H", "H", "H", "C", "C", "O", "N", "H", "H", "C", "H", "H", "H", "H", "H", "H", "C", "C", "O", "N", "H", "H", "C", "H", "H", "H", "H", "H", "H", "O", "C", "O", "O", "H", "O", "C", "O", "O", "H", "O", "C", "O", "O", "H", "O", "C", "O", "O", "H"], "positions_angstrom": [[-2.859, 2.270, -4.176], [-1.406, 1.892, -4.444], [-0.954, 0.888, -3.875], [-0.700, 2.601, -5.595], [-1.347, 3.277, -5.975], [0.119, 2.951, -5.117], [-0.268, 1.663, -6.683], [-3.595, 1.708, -4.750], [-3.013, 3.340, -4.318], [-3.032, 2.023, -3.129], [-0.214, 2.096, -7.682], [-0.838, 0.734, -6.692], [0.757, 1.362, -6.463], [2.468, -0.771, 7.710], [2.340, -1.840, 6.667], [2.277, -3.006, 6.973], [2.524, -1.373, 5.240], [2.323, -0.388, 5.141], [3.531, -1.442, 5.208], [1.807, -2.246, 4.188], [3.289, -1.160, 8.312], [1.547, -0.974, 8.256], [2.552, 0.292, 7.484], [0.724, -2.182, 4.294], [2.136, -3.272, 4.350], [2.092, -1.786, 3.243], [-1.902, -0.598, -0.173], [-0.684, -0.666, -1.001], [-0.583, -1.520, -1.913], [0.593, 0.099, -0.793], [0.717, 0.417, -1.744], [0.395, 0.924, -0.245], [1.692, -0.811, -0.171], [-1.851, -1.042, 0.821], [-2.814, -1.026, -0.589], [-2.154, 0.460, -0.099], [1.177, -1.458, 0.538], [2.536, -0.220, 0.186], [1.844, -1.439, -1.048], [-5.292, -2.391, 1.668], [-5.029, -1.159, 1.872], [-4.961, -0.831, 3.045], [-5.062, -0.424, 0.822], [-4.897, -2.482, 2.538], [-1.633, 3.328, 1.967], [-1.387, 2.991, 0.662], [-0.222, 2.569, 0.330], [-2.294, 3.172, -0.196], [-0.747, 3.121, 2.276], [1.034, -3.999, -0.906], [2.243, -4.284, -0.423], [2.838, -3.708, 0.484], [2.866, -5.058, -1.186], [1.312, -4.466, -1.697], [2.410, 3.478, -1.964], [1.900, 2.783, -2.946], [1.901, 1.536, -2.875], [1.491, 3.363, -3.969], [2.301, 2.683, -1.438]], "lowdin_charge": [0.03, -0.31, 0.14, 0.10, 0.16, 0.10, 0.01, 0.10, 0.08, 0.10, 0.10, 0.10, 0.11, 0.03, -0.39, 0.17, 0.10, 0.17, 0.18, 0.07, 0.11, 0.11, 0.10, 0.12, 0.11, 0.10, 0.03, -0.35, 0.09, 0.09, 0.10, 0.08, 0.05, 0.10, 0.10, 0.08, 0.08, 0.09, 0.09, 0.09, -0.98, -0.04, -0.10, 0.07, 0.06, -0.79, -0.12, -0.05, 0.07, 0.06, -0.92, -0.06, -0.08, 0.08, 0.14, -0.86, -0.04, -0.05, 0.09], "charge": -1, "relative_energy_kcal_mol": 164.2, "e_homo_ev": -3.88, "gap_ha": 0.12475}

2.
{"formula": "C49H50F6N9OSbSeTi", "method": "wB97M-V/def2-TZVPD", "elements": ["Ti", "C", "C", "C", "C", "C", "C", "C", "N", "C", "C", "C", "C", "C", "C", "C", "C", "C", "C", "N", "C", "C", "C", "N", "C", "C", "C", "C", "C", "C", "C", "C", "C", "C", "C", "C", "C", "C", "N", "C", "C", "H", "H", "H", "H", "H", "H", "H", "H", "H", "H", "H", "H", "H", "H", "H", "H", "H", "H", "H", "H", "H", "H", "H", "H", "H", "H", "H", "H", "H", "H", "H", "H", "H", "H", "H", "H", "H", "H", "H", "H", "H", "H", "H", "H", "Se", "N", "C", "C", "C", "C", "C", "N", "C", "C", "N", "C", "C", "C", "C", "C", "N", "H", "H", "H", "H", "H", "H", "F", "Sb", "F", "F", "F", "F", "F", "O", "C", "N"], "positions_angstrom": [[0.356, -0.290, -0.559], [-2.235, 5.257, 1.890], [-2.316, 4.718, 0.454], [-2.171, 3.230, 0.392], [-3.130, 2.283, 0.364], [-4.615, 2.448, 0.385], [-5.193, 2.377, 1.807], [-2.434, 0.998, 0.373], [-1.065, 1.172, 0.308], [-0.899, 2.517, 0.400], [0.320, 3.153, 0.563], [1.519, 2.503, 0.603], [2.799, 3.183, 0.785], [2.973, 4.654, 0.987], [2.962, 5.050, 2.469], [3.748, 2.226, 0.734], [3.042, 0.966, 0.534], [3.697, -0.254, 0.482], [3.067, -1.468, 0.454], [1.701, -1.633, 0.481], [1.525, -2.973, 0.596], [0.298, -3.601, 0.759], [-0.898, -2.954, 0.760], [-1.075, -1.594, 0.583], [-2.415, -1.419, 0.665], [-3.068, -0.195, 0.539], [-3.125, -2.673, 0.880], [-2.180, -3.633, 0.935], [-2.338, -5.104, 1.131], [-2.096, -5.528, 2.588], [-4.606, -2.804, 1.035], [-5.065, -2.517, 2.471], [2.791, -3.693, 0.572], [3.754, -2.753, 0.481], [5.235, -2.920, 0.413], [5.907, -2.768, 1.785], [2.926, -5.178, 0.629], [2.888, -5.716, 2.066], [1.696, 1.146, 0.445], [5.232, 2.362, 0.863], [5.736, 2.029, 2.274], [-2.272, 6.347, 1.893], [-1.311, 4.943, 2.378], [-3.069, 4.888, 2.488], [-1.540, 5.186, -0.157], [-3.274, 4.999, 0.014], [-5.078, 1.678, -0.236], [-4.871, 3.410, -0.062], [-4.956, 1.423, 2.281], [-6.277, 2.491, 1.786], [-4.780, 3.170, 2.431], [0.313, 4.226, 0.684], [2.182, 5.195, 0.463], [3.916, 4.962, 0.535], [2.032, 4.740, 2.951], [3.059, 6.131, 2.576], [3.789, 4.580, 3.002], [4.778, -0.248, 0.515], [0.302, -4.675, 0.878], [-4.146, -0.189, 0.617], [-1.646, -5.630, 0.470], [-3.344, -5.397, 0.831], [-1.097, -5.243, 2.922], [-2.197, -6.608, 2.692], [-2.818, -5.052, 3.254], [-4.905, -3.813, 0.750], [-5.112, -2.123, 0.346], [-4.622, -3.232, 3.165], [-6.150, -2.588, 2.553], [-4.762, -1.515, 2.787], [5.647, -2.190, -0.288], [5.459, -3.905, 0.004], [5.645, -1.817, 2.253], [6.992, -2.814, 1.686], [5.593, -3.566, 2.459], [3.866, -5.462, 0.157], [2.131, -5.634, 0.035], [3.711, -5.308, 2.655], [2.973, -6.803, 2.068], [1.955, -5.446, 2.567], [5.515, 3.384, 0.607], [5.720, 1.709, 0.136], [5.317, 2.717, 3.007], [6.823, 2.104, 2.318], [5.451, 1.016, 2.567], [-4.415, 4.410, -5.196], [-4.533, 2.765, -4.560], [-3.380, 2.487, -4.011], [-3.072, 1.207, -3.386], [-3.956, 0.130, -3.449], [-3.576, -1.059, -2.882], [-2.349, -1.128, -2.229], [-1.501, -0.112, -2.135], [-1.844, 1.045, -2.741], [-0.846, 2.117, -2.781], [0.317, 1.866, -2.182], [1.319, 2.705, -2.360], [1.203, 3.889, -3.081], [-0.022, 4.207, -3.625], [-1.073, 3.302, -3.487], [-2.386, 3.528, -4.070], [-2.744, 4.635, -4.665], [-4.901, 0.254, -3.962], [-4.193, -1.946, -2.935], [-2.060, -2.059, -1.776], [2.266, 2.425, -1.909], [2.059, 4.539, -3.200], [-0.185, 5.120, -4.183], [0.066, -2.215, -1.627], [0.518, -3.419, -3.179], [-1.325, -3.480, -3.577], [0.609, -1.832, -4.173], [0.987, -4.574, -4.558], [2.289, -3.298, -2.557], [0.195, -4.760, -1.883], [3.858, -0.624, -2.809], [2.786, -0.483, -2.362], [1.696, -0.286, -1.890]], "lowdin_spin": [0.05, 0.00, 0.00, 0.02, 0.04, 0.00, 0.00, 0.08, -0.02, 0.11, -0.02, 0.09, 0.04, 0.00, 0.00, 0.02, 0.11, -0.03, 0.11, -0.02, 0.12, -0.03, 0.09, -0.02, 0.11, -0.02, 0.02, 0.04, 0.00, 0.00, 0.00, 0.00, 0.03, 0.03, 0.00, 0.00, 0.00, 0.00, -0.02, 0.00, 0.00, 0.00, 0.00, 0.00, 0.00, 0.00, 0.00, 0.00, 0.00, 0.00, 0.00, 0.00, 0.00, 0.00, 0.00, 0.00, 0.00, 0.00, 0.00, 0.00, 0.00, 0.00, 0.00, 0.00, 0.00, 0.00, 0.00, 0.00, 0.00, 0.00, 0.00, 0.00, 0.00, 0.00, 0.00, 0.00, 0.00, 0.00, 0.00, 0.00, 0.00, 0.00, 0.00, 0.00, 0.00, 0.00, 0.00, 0.00, 0.00, 0.00, 0.00, 0.00, 0.00, 0.00, 0.00, 0.00, 0.00, 0.00, 0.00, 0.00, 0.00, 0.00, 0.00, 0.00, 0.00, 0.00, 0.00, 0.00, 0.00, 0.00, 0.00, 0.00, 0.00, 0.00, 0.00, 0.00, 0.00, 0.00], "charge": 1, "multiplicity": 2, "s_squared": 0.84, "e_homo_ev": [-10.07, -10.74], "gap_ha": [0.22263, 0.19128]}

3.
{"formula": "C20H30N2O3S", "method": "wB97M-V/def2-TZVPD", "elements": ["C", "N", "S", "O", "O", "C", "C", "C", "C", "C", "C", "H", "H", "N", "C", "O", "C", "C", "C", "C", "C", "C", "H", "H", "H", "H", "H", "H", "H", "H", "H", "H", "H", "H", "H", "H", "C", "C", "C", "C", "C", "C", "H", "H", "H", "H", "H", "H", "H", "H", "H", "H", "H", "H", "H", "H"], "positions_angstrom": [[-2.075, 0.764, 4.373], [-0.897, 1.507, 4.009], [-1.062, 2.570, 2.746], [-2.322, 3.230, 2.932], [0.125, 3.368, 2.662], [-1.196, 1.601, 1.237], [-2.339, 0.861, 1.000], [-2.443, 0.115, -0.158], [-1.406, 0.112, -1.094], [-0.270, 0.887, -0.859], [-0.176, 1.629, 0.304], [0.684, 2.251, 0.493], [0.523, 0.905, -1.586], [-1.572, -0.665, -2.239], [-0.692, -0.884, -3.270], [0.415, -0.399, -3.306], [-1.260, -1.796, -4.349], [-1.380, -1.043, -5.684], [-0.018, -0.754, -6.305], [0.760, -2.050, -6.504], [0.956, -2.742, -5.159], [-0.393, -3.053, -4.520], [-0.939, -3.755, -5.156], [-0.245, -3.528, -3.547], [1.517, -3.670, -5.288], [1.525, -2.087, -4.500], [1.730, -1.835, -6.955], [0.212, -2.710, -7.182], [0.547, -0.095, -5.646], [-0.158, -0.245, -7.261], [-1.926, -0.109, -5.527], [-1.965, -1.663, -6.369], [-2.265, -2.115, -4.047], [-2.469, -1.129, -2.294], [-3.336, -0.465, -0.346], [-3.149, 0.890, 1.710], [0.397, 0.939, 4.356], [1.169, 0.418, 3.144], [2.481, -0.221, 3.592], [3.330, 0.796, 4.348], [2.565, 1.340, 5.550], [1.246, 1.967, 5.108], [1.429, 2.813, 4.447], [0.686, 2.329, 5.972], [2.365, 0.525, 6.251], [3.169, 2.086, 6.069], [4.262, 0.333, 4.676], [3.579, 1.622, 3.679], [3.025, -0.590, 2.721], [2.270, -1.075, 4.242], [0.560, -0.304, 2.594], [1.385, 1.259, 2.487], [0.195, 0.095, 5.028], [-2.144, -0.196, 3.847], [-2.932, 1.385, 4.125], [-2.077, 0.580, 5.448]], "lowdin_charge": [-0.09, -0.25, 0.67, -0.28, -0.28, -0.27, -0.06, -0.01, -0.21, 0.02, -0.05, 0.11, 0.10, 0.14, -0.41, 0.08, -0.24, -0.15, -0.20, -0.20, -0.20, -0.15, 0.12, 0.12, 0.11, 0.10, 0.11, 0.11, 0.11, 0.11, 0.12, 0.12, 0.13, 0.14, 0.11, 0.11, -0.33, -0.16, -0.19, -0.21, -0.20, -0.15, 0.10, 0.12, 0.11, 0.11, 0.11, 0.12, 0.11, 0.11, 0.12, 0.10, 0.15, 0.09, 0.08, 0.10], "charge": 0, "relative_energy_kcal_mol": 9.3, "e_homo_ev": -8.77, "gap_ha": 0.33885}

4.
{"formula": "C5H11NO", "method": "wB97M-V/def2-TZVPD", "elements": ["C", "C", "C", "N", "C", "C", "O", "H", "H", "H", "H", "H", "H", "H", "H", "H", "H", "H"], "positions_angstrom": [[0.814, -0.404, -1.247], [1.664, 0.416, -2.179], [0.824, 0.158, 0.158], [-0.292, 0.017, 0.941], [-1.619, -0.271, 0.431], [-2.663, -0.478, 1.566], [1.809, 0.716, 0.606], [-0.199, -0.514, -1.650], [1.141, -1.443, -1.145], [2.063, -0.153, -3.019], [1.163, 1.288, -2.598], [2.614, 0.780, -1.777], [-0.195, 0.660, 1.720], [-2.025, 0.571, -0.139], [-1.552, -1.209, -0.091], [-3.331, 0.373, 1.595], [-2.274, -0.910, 2.482], [-3.296, -1.277, 1.163]], "lowdin_charge": [-0.17, -0.11, -0.50, 0.04, -0.25, -0.08, 0.05, 0.10, 0.13, 0.07, 0.08, 0.08, 0.14, 0.12, 0.10, 0.06, 0.07, 0.07], "charge": 0, "relative_energy_kcal_mol": 16.5, "e_homo_ev": -9.47, "gap_ha": 0.37996}

Ordered DFT total energy results: -49113.28967; -178391.43388; -41185.82151; -8900.98028; unit eV.